Entry 1:
12
Properties=species:S:1:pos:R:3 method="wB97M-V/def2-TZVPD" de_lowest_ev=10.363 e_tot_ev=-18024.4420
H 2.784 -0.715 1.198
H -3.665 -0.202 -1.235
H -2.261 1.658 -0.032
H -3.580 -0.352 1.404
N 1.751 -0.095 -0.451
S -1.214 -0.637 -0.021
C -2.862 0.225 0.066
C 0.956 0.935 -0.097
H 1.140 -0.861 -0.347
H 1.288 1.934 0.251
N -0.200 0.791 0.152
O 3.037 -0.386 0.172



Entry 2:
72
Properties=species:S:1:pos:R:3 method="wB97M-V/def2-TZVPD" total_charge=+4 de_lowest_ev=1.760 multiplicity=5 e_tot_ev=-68398.5545
H -1.261 1.441 -3.498
H 0.984 -0.216 2.843
H 0.005 1.974 -4.639
C 0.254 -2.744 -3.646
H 0.971 -2.587 -2.837
H -0.019 0.525 5.086
C -0.485 -3.814 -5.676
C 2.238 0.982 -3.546
C -1.260 -0.709 6.369
C -1.856 -1.972 6.519
S -1.424 -0.894 -2.426
C -1.412 3.201 -0.137
H -2.470 -2.204 7.385
N -0.613 -3.458 3.415
H 1.355 -4.322 -4.632
H -0.098 -3.210 2.573
C -2.994 0.785 -0.256
H 1.852 3.862 -2.924
H 2.133 1.400 -4.554
C 1.757 2.942 1.395
H 1.300 -1.737 1.456
H 0.859 3.203 1.962
H 2.553 3.210 -1.424
H 2.146 -0.106 -3.602
C -1.661 -2.918 5.521
H -1.025 -0.970 1.787
C -1.429 1.386 2.128
H 0.893 3.900 -1.431
H -1.449 3.317 -1.229
H 1.627 -0.428 -1.456
H -0.367 -4.592 -6.421
H -0.675 3.162 -3.495
H -3.172 -0.199 0.192
H 0.798 -2.604 -0.095
H -1.560 -1.835 0.235
H 3.230 1.220 -3.140
C 0.459 -3.693 -4.645
H 1.784 3.568 0.502
H -3.006 0.675 -1.353
C 1.875 0.373 2.609
H 3.747 1.798 -0.433
Pt 0.337 0.232 -0.748
H -3.795 1.475 0.034
H 1.948 1.118 3.409
H -1.361 0.067 7.119
H -1.609 0.378 2.496
H 4.266 1.091 1.125
H -2.062 -3.929 5.550
H -2.310 3.662 0.302
H -0.526 3.717 0.257
H 2.744 -0.291 2.688
H -2.246 2.004 2.504
P 1.821 1.149 0.956
C -0.878 -2.558 4.391
H -2.225 -2.930 -6.687
H -1.030 -4.370 3.467
C -0.513 -0.445 5.220
P 0.947 1.661 -2.445
C -1.734 -1.938 -4.836
H -0.489 1.717 2.573
C -0.744 -1.424 0.839
C 3.536 1.008 0.305
H 3.654 0.037 -0.193
N -0.360 -1.325 4.230
C 0.558 -1.868 0.665
H 2.629 3.209 2.007
C -0.391 2.106 -3.621
H -2.518 -1.184 -4.917
C 1.624 3.312 -1.998
C -1.549 -2.903 -5.820
P -1.406 1.440 0.321
C -0.900 -1.929 -3.673